{"formula": "C3H2Cl2O2", "method": "ωB97M-V/def2-TZVPD", "symbols": ["Cl", "Cl", "O", "O", "C", "C", "C", "H", "H"], "xyz": [[-1.128116, 0.402072, 2.573077], [-1.114166, 2.694768, 0.980304], [1.089746, -0.844742, -2.035553], [0.296415, -0.949608, 0.091110], [0.673643, -1.444007, -1.097604], [0.052120, 0.478618, 0.090932], [-0.726978, 1.049486, 1.022780], [0.319861, 1.139808, -0.756195], [0.537475, -2.526395, -0.868851]], "forces_ev_per_a": [[-0.080, -0.710, -0.351], [-0.108, 0.935, -0.573], [-0.283, -0.221, -0.078], [-0.718, 3.610, 0.463], [0.321, -1.224, 0.752], [-0.969, -0.407, 0.062], [1.293, -0.908, 0.590], [0.117, -1.173, 0.369], [0.427, 0.098, -1.235]], "nbo_charge": [0.048, 0.071, -0.549, -0.487, 0.656, 0.042, -0.152, 0.241, 0.129], "e_lumo_ha": 0.01920, "orbital_gap_ev": 10.23, "fmax_ev_per_a": 3.71, "smiles": "O=COC=C(Cl)Cl", "spin_multiplicity": 1}



{"formula": "C3H2Cl2O4TiY", "method": "ωB97M-V/def2-TZVPD", "symbols": ["Y", "Ti", "Cl", "Cl", "O", "O", "O", "O", "C", "C", "C", "H", "H"], "xyz": [[-1.396498, -0.432014, -3.233860], [-0.078173, 0.115660, 0.091017], [-1.019457, -2.072949, -1.219074], [-1.172538, 1.554303, -1.514795], [1.782797, 2.300272, 1.146830], [-0.973463, -0.369755, 1.875771], [0.436325, -3.079086, -4.636142], [0.579612, 1.433203, -5.368219], [-0.034217, -2.132617, -4.148952], [0.057098, 0.742768, -4.597858], [1.094206, 1.461942, 0.689311], [-0.694234, -1.155070, 2.408155], [-1.892158, -0.148656, 2.120617]], "forces_ev_per_a": [[-3.079, -0.947, 1.237], [-5.220, -4.869, -0.813], [0.667, 1.904, 0.011], [0.902, -0.746, 0.825], [-4.375, -5.358, -2.957], [0.999, -0.094, -1.420], [-2.473, 5.287, 2.749], [-2.577, -3.663, 4.021], [3.408, -6.644, -3.609], [4.062, 5.069, -5.548], [8.162, 9.723, 4.868], [-0.107, 0.188, 0.258], [-0.368, 0.149, 0.378]], "nbo_charge": [2.113, 1.699, -0.435, -0.350, -0.042, -0.925, -0.146, -0.123, 0.334, 0.317, 0.361, 0.599, 0.597], "e_lumo_ha": [-0.72139, -0.70649], "orbital_gap_ev": [7.99, 8.39], "charge": 4, "fmax_ev_per_a": 13.60, "spin_multiplicity": 2}



{"formula": "C3H2ClNO", "method": "ωB97M-V/def2-TZVPD", "symbols": ["Cl", "O", "N", "C", "C", "C", "H", "H"], "xyz": [[-0.610823, -1.729032, -2.767860], [1.110614, 0.813058, 2.650529], [-0.843447, -0.627179, -1.447528], [0.569811, 0.747782, 1.614915], [0.074181, -0.087042, -0.677636], [-0.192584, 0.540296, 0.544062], [-1.187076, 0.526511, 0.926595], [1.079323, -0.184394, -0.843077]], "forces_ev_per_a": [[0.816, 1.070, 1.900], [-0.251, 0.121, -0.609], [-5.047, -1.386, -3.005], [1.944, 0.397, 1.481], [2.921, 1.734, 2.857], [-1.643, -2.058, -1.387], [-1.325, 0.372, -0.245], [2.585, -0.251, -0.991]], "nbo_charge": [0.161, -0.400, -0.324, 0.642, -0.162, -0.359, 0.265, 0.178], "e_lumo_ha": [0.00959, -0.10674], "orbital_gap_ev": [6.19, 6.90], "fmax_ev_per_a": 6.03, "spin_multiplicity": 3}